(1)
10
Properties=species:S:1:pos:R:3:forces:R:3 method="wB97M-V/def2-TZVPD" relative_energy_kcal_mol=30.8 smiles="O=C1COCO1" orbital_gap_ev=11.222
O -2.15973 -0.43445 0.84814 0.3 0.2 -0.2
C -1.11065 -0.15064 0.34437 -0.2 -0.6 0.7
C 0.28547 -0.34047 0.91998 0.0 -0.2 0.5
O 1.08481 0.60754 0.23083 -0.5 0.0 -0.1
C 0.54485 0.49167 -1.03724 -1.6 0.0 -0.3
O -0.93240 0.35169 -0.87781 0.6 -0.8 0.2
H 0.59931 -1.36777 0.66959 0.0 0.1 0.2
H 0.32118 -0.15770 1.98474 0.1 -0.1 0.1
H 0.97872 -0.40844 -1.52264 -0.5 0.7 -0.3
H 0.38844 1.40858 -1.55994 1.9 0.7 -0.8

(2)
10
Properties=species:S:1:pos:R:3:forces:R:3 method="wB97M-V/def2-TZVPD" relative_energy_kcal_mol=140.4 orbital_gap_ev=9.434
O 0.56957 -1.23750 -1.27095 0.4 0.2 0.4
C -1.35806 0.48686 -0.00022 -0.4 0.3 0.3
C -0.03582 0.64036 0.48042 0.1 -0.3 -0.2
O -0.95204 1.28694 1.21870 -0.4 -0.1 -0.3
C 1.21761 0.27010 0.40338 -0.2 -0.1 0.2
O 1.65745 -0.48115 -0.67463 0.1 -0.6 -0.2
H 0.56340 -2.04478 -0.72667 0.1 0.2 -0.1
H -1.71172 1.04601 -0.86351 0.0 0.1 0.3
H -1.91409 -0.40943 0.26533 0.1 0.2 -0.1
H 1.96369 0.44260 1.16815 0.1 0.1 -0.3

(3)
10
Properties=species:S:1:pos:R:3:forces:R:3 method="wB97M-V/def2-TZVPD" relative_energy_kcal_mol=23.3 smiles="C=COC(=O)O" orbital_gap_ev=10.401
O 0.29395 1.12459 -0.05296 -0.3 0.1 0.0
C 1.25719 0.14869 -0.13954 0.2 -0.5 0.0
C 1.10293 -1.14268 0.11919 0.0 0.4 -0.1
O -1.73696 0.95982 -0.84812 0.2 0.2 -0.1
C -0.97422 0.74129 0.22837 -0.5 -0.2 0.4
O -1.37071 0.31029 1.27576 0.3 0.2 -0.5
H 2.17093 0.59870 -0.49657 0.1 -0.1 0.0
H 1.92862 -1.81309 -0.05916 0.1 0.0 0.1
H 0.17986 -1.54899 0.50463 0.0 0.0 0.0
H -2.65363 0.75597 -0.62136 0.0 -0.1 0.1

(4)
10
Properties=species:S:1:pos:R:3:forces:R:3 method="wB97M-V/def2-TZVPD" relative_energy_kcal_mol=107.2 orbital_gap_ev=8.715
O -1.28313 -1.56635 0.09726 0.0 -0.3 0.2
C -0.60320 -0.41482 -0.21581 0.0 0.1 -0.1
C 0.38107 1.78023 0.35679 0.4 0.2 -0.2
O 1.24386 0.91230 -0.19901 -0.2 0.2 -0.1
C 0.88729 -0.42617 0.00715 0.2 -0.4 0.2
O 1.63519 -1.30089 0.30882 -0.4 0.6 -0.2
H -0.88611 -1.93598 0.89626 -0.1 -0.1 0.0
H -0.81472 -0.13472 -1.25538 0.1 -0.1 0.2
H -0.83402 0.51348 0.41822 -0.4 -0.5 -0.1
H 0.27377 2.57290 -0.41429 0.4 0.3 0.1

(5)
10
Properties=species:S:1:pos:R:3:forces:R:3 method="wB97M-V/def2-TZVPD" relative_energy_kcal_mol=57.4 orbital_gap_ev=11.480
O -1.19566 -0.80229 0.47673 0.1 -0.2 -0.1
C -0.56695 0.06573 -0.38267 -0.1 0.3 -0.2
C -0.34514 1.39683 0.14529 -0.3 0.4 0.0
O 0.76122 0.54755 -0.12286 0.0 -0.3 0.1
C 1.59827 -1.71757 0.27328 1.8 -0.2 -0.1
O 2.70542 -1.46130 0.24053 -1.3 -0.4 0.1
H -1.30449 -1.66369 0.05764 0.3 0.0 0.1
H -0.66892 -0.16193 -1.44425 -0.3 0.2 0.2
H -0.50862 1.50617 1.21539 -0.3 0.1 -0.2
H -0.47514 2.29051 -0.45908 0.2 -0.1 0.0

(6)
10
Properties=species:S:1:pos:R:3:forces:R:3 method="wB97M-V/def2-TZVPD" relative_energy_kcal_mol=0.0 smiles="O=C=O.CC=O" orbital_gap_ev=11.010
O 3.31211 0.13680 -0.01878 -0.7 0.5 -0.2
C 2.40483 0.81595 -0.28402 0.1 0.1 0.0
O 1.53445 1.54436 -0.55966 0.6 -0.5 0.2
C -1.36048 0.18044 0.29954 0.1 0.1 0.0
C -0.59163 -1.04724 -0.09818 0.2 -0.1 0.0
O 0.61007 -1.16857 -0.03084 -0.5 0.0 0.0
H -0.68856 0.94561 0.69205 -0.1 -0.1 0.0
H -1.89667 0.57287 -0.57298 0.1 -0.1 0.1
H -2.11668 -0.08958 1.04653 0.1 0.0 -0.1
H -1.20743 -1.89063 -0.47367 0.1 0.0 0.0

(7)
10
Properties=species:S:1:pos:R:3:forces:R:3 method="wB97M-V/def2-TZVPD" relative_energy_kcal_mol=69.2 orbital_gap_ev=10.559
O 2.95752 -0.00004 -0.20101 -1.1 0.0 -0.1
C 1.84428 -0.00602 -0.42898 1.7 0.0 -0.2
O 0.55128 2.04958 0.10953 -0.7 0.3 0.0
C -0.59173 1.71009 -0.04824 0.3 0.3 0.1
C -0.61584 -1.71193 0.20291 0.2 -0.3 0.0
O 0.51343 -2.05944 -0.01801 -0.7 -0.3 0.3
H -1.37761 2.03874 0.65359 -0.1 0.0 0.0
H -0.92055 1.06560 -0.89028 0.2 0.1 0.1
H -0.87404 -1.02919 1.03793 0.1 -0.1 -0.1
H -1.45794 -2.06291 -0.41925 0.0 0.0 0.0

(8)
11
Properties=species:S:1:pos:R:3:forces:R:3 method="wB97M-V/def2-TZVPD" relative_energy_kcal_mol=9.3 s_squared=2.01 multiplicity=3 orbital_gap_ev="5.841 / 6.862"
H -2.20150 -0.81391 1.58623 -0.2 -0.2 0.5
Pt -1.00706 -1.87714 1.08542 -0.7 -1.6 1.5
O 1.05440 1.09251 -0.54007 -0.4 0.7 1.0
C 1.09173 0.08933 -1.43130 2.3 -0.4 -1.0
C 0.30939 0.68334 0.63091 0.3 0.7 -0.3
O 1.96910 0.00119 -2.26450 -1.4 0.3 0.7
O 0.16112 -0.80640 -1.20028 -1.8 0.1 1.5
C -0.67398 -0.33178 0.09602 1.8 1.0 -3.9
H -0.18264 1.56175 1.06420 0.1 -0.2 -0.2
H 1.05066 0.30261 1.34839 -0.4 -0.2 -0.1
H -1.57122 0.09849 -0.37501 0.3 -0.1 0.4

(9)
11
Properties=species:S:1:pos:R:3:forces:R:3 method="wB97M-V/def2-TZVPD" relative_energy_kcal_mol=91.3 orbital_gap_ev=8.022
C -0.14763 1.23818 0.18719 -3.3 -0.3 -3.2
C -0.43783 -0.38198 -0.08069 1.1 2.4 0.1
C 0.87743 -1.10760 -0.47527 -1.7 -0.2 0.4
H -2.01075 1.95884 1.21644 3.0 0.1 -5.2
H 0.25884 1.78946 -0.71186 0.9 -1.5 1.1
H 0.35421 1.34054 1.10226 1.0 0.2 1.0
H 1.75761 -2.85790 -0.29767 -4.3 1.7 -1.2
O -1.38051 2.03114 0.13063 -2.2 -1.2 5.8
O 0.71681 -2.44485 -0.48068 4.7 -1.4 1.1
O 1.88521 -0.51375 -0.70234 0.6 0.1 0.1
S -1.87338 -1.05207 0.11199 0.3 0.1 -0.1

(10)
11
Properties=species:S:1:pos:R:3:forces:R:3 method="wB97M-V/def2-TZVPD" relative_energy_kcal_mol=75.0 orbital_gap_ev=8.635
C 0.83990 -0.03055 -0.45426 -2.0 -2.0 0.7
C -0.04560 0.01845 0.89286 1.2 0.3 -1.8
C -1.50794 0.07518 0.54606 -3.2 0.3 0.9
H -0.62791 -0.75750 -1.66533 0.2 0.8 0.8
H 0.46903 -0.59646 1.70568 -1.4 -0.1 -1.4
H -0.01147 0.97120 1.41621 0.7 0.7 -0.5
H -1.62695 -0.19047 2.61780 -3.3 2.8 -4.0
O 0.32050 -0.51833 -1.60793 -0.4 0.2 0.3
O -2.29449 0.37473 1.70764 4.3 -3.6 2.5
O -2.09146 0.10991 -0.52803 1.8 -0.3 2.0
S 2.41267 0.02902 -0.40973 2.0 0.9 0.5

(11)
11
Properties=species:S:1:pos:R:3:forces:R:3 method="wB97M-V/def2-TZVPD" relative_energy_kcal_mol=58.6 total_charge=+1 s_squared=0.76 multiplicity=2 orbital_gap_ev="6.089 / 7.703"
O -0.67721 -1.94623 -0.22330 -0.1 -0.1 0.0
C -1.50169 -0.87208 -0.49713 -0.9 0.5 -0.3
C -0.78047 0.43823 -0.47248 -0.6 1.0 -0.3
O 0.35443 0.44544 0.26575 3.6 1.2 0.6
Yb 1.15088 -1.75194 0.60461 0.6 -0.1 0.2
H -2.34171 -0.80187 0.23201 0.2 -0.2 -0.2
H -1.98093 -0.94965 -1.49464 0.1 -0.1 0.3
H -1.21410 1.42014 -0.67375 0.1 -0.4 -0.1
C 1.41520 1.58873 0.35032 -2.7 -0.9 -0.4
O 2.48694 0.94125 0.68918 -0.5 -1.3 0.6
H 3.08866 1.48798 1.21942 0.1 0.4 -0.4

(12)
11
Properties=species:S:1:pos:R:3:forces:R:3 method="wB97M-V/def2-TZVPD" relative_energy_kcal_mol=19.1 smiles="O=C[C@H](O)C(=O)O" orbital_gap_ev=11.087
C -0.26757 -0.05908 -0.55407 -0.5 0.9 1.2
C 0.91118 0.83725 -0.17908 -1.0 -0.1 1.8
C -1.20134 0.23098 0.73234 -0.2 -1.3 -2.0
O 2.06559 0.20940 -0.10561 0.8 -0.1 -0.4
O 0.12901 -1.39786 -0.67084 -0.5 0.1 0.1
O 0.67233 1.90068 0.35497 0.8 0.0 -1.1
O -1.41125 -0.64461 1.51962 0.3 0.1 0.1
H 1.93116 -0.71939 -0.39550 -0.1 0.4 0.0
H -0.31898 -1.88462 0.04354 0.1 0.0 0.0
H -0.77768 0.34016 -1.43492 0.0 -0.3 0.0
H -1.73244 1.18710 0.68955 0.3 0.2 0.4

(13)
12
Properties=species:S:1:pos:R:3:forces:R:3 method="wB97M-V/def2-TZVPD" relative_energy_kcal_mol=51.2 total_charge=+1 orbital_gap_ev="6.266 / 3.503"
Y 3.57748 1.05665 0.98466 -4.8 -1.6 -1.0
O 1.71939 -0.06861 1.58857 1.7 1.4 0.5
O -0.67028 1.02595 0.77615 1.3 -0.2 -0.5
C -1.52962 0.19641 0.07625 0.1 -0.8 0.4
C -0.66347 -0.69289 -0.81919 0.2 0.2 -0.5
O 0.50472 -0.99185 -0.04874 0.0 0.8 0.8
C 1.09461 0.13216 0.45298 -0.5 -2.0 -0.9
H -2.09954 -0.46989 0.76238 0.0 0.6 -0.2
H -2.23209 0.75255 -0.58225 0.3 0.0 0.5
H -0.34225 -0.13853 -1.71353 -0.2 -0.3 0.1
H -1.14603 -1.64747 -1.06425 0.3 0.4 0.0
O 1.78707 0.84552 -0.41303 1.8 1.5 1.0

(14)
12
Properties=species:S:1:pos:R:3:forces:R:3 method="wB97M-V/def2-TZVPD" relative_energy_kcal_mol=0.0 total_charge=+1 s_squared=0.76 multiplicity=2 orbital_gap_ev="9.651 / 8.675"
O -1.62084 1.48380 -2.76373 1.3 -1.6 1.7
C -1.04581 0.55803 -2.28789 -1.4 1.7 -0.5
O -0.58589 -0.54248 -2.64691 0.8 -1.3 -0.5
O -0.73377 0.45044 -0.62675 -0.9 1.2 -1.0
C 0.45004 0.35042 1.65603 0.4 -0.8 1.6
C 1.31930 -0.77494 1.41792 -0.7 0.6 -1.7
O 1.11323 -1.56140 0.43869 1.3 -0.4 2.2
H -1.47824 0.88509 -0.19393 0.0 0.1 0.2
H -0.58422 0.10723 1.92592 0.2 0.4 -0.6
H 0.89332 1.25795 2.07009 -0.2 -0.2 -0.1
H 2.22404 -0.89980 2.02842 -0.1 -0.2 -0.3
Zn 0.04883 -1.31434 -1.01787 -0.7 0.5 -1.0

(15)
13
Properties=species:S:1:pos:R:3:forces:R:3 method="wB97M-V/def2-TZVPD" relative_energy_kcal_mol=15.5 total_charge=-2 orbital_gap_ev=6.295
C 0.00425 -1.98526 -0.33950 0.3 1.7 -1.7
C 0.36839 -0.07309 1.06617 0.9 4.5 3.4
C -0.43205 -0.59051 0.20980 -1.3 -3.1 -1.4
O 0.62368 -1.92397 -1.47507 -0.7 -0.5 1.4
O -2.98910 -1.02345 -0.69143 0.2 -0.5 0.1
O -0.23508 -2.93692 0.39977 0.1 -0.8 -0.1
O -2.33380 1.32537 -0.48894 0.7 -1.2 1.0
O 0.06043 0.67876 -2.29205 1.3 -1.8 -0.4
S -2.29502 -0.05752 0.19178 -0.1 1.6 -0.8
H 0.42457 -0.28945 -2.12201 -1.1 1.9 0.0
H 0.01858 0.89521 1.55366 0.0 -0.8 -0.4
H 1.35627 -0.22216 1.52884 -0.2 -1.1 -1.0
H -0.54237 0.85297 -1.56071 -0.3 0.1 0.0

(16)
9
Properties=species:S:1:pos:R:3:forces:R:3 method="wB97M-V/def2-TZVPD" relative_energy_kcal_mol=36.5 smiles="C=CSC=O" orbital_gap_ev=9.978
C 2.19588 0.52547 -0.34368 -0.9 0.5 1.1
C 1.14572 0.27915 0.50862 0.3 1.0 -0.7
C -1.52562 -0.02127 -0.19472 0.1 1.6 1.0
H 2.62482 -0.27360 -1.10100 -1.2 2.2 1.4
H 2.53396 1.63108 -0.22770 0.5 -2.4 -0.3
H 0.85178 0.96115 1.41643 0.6 -1.2 -2.2
H -2.31502 -0.75952 -0.36602 -0.4 0.1 -0.4
O -1.69740 1.17989 -0.05287 0.4 -2.0 -0.4
S -0.06327 -0.98115 0.05500 0.6 0.2 0.6

(17)
9
Properties=species:S:1:pos:R:3:forces:R:3 method="wB97M-V/def2-TZVPD" relative_energy_kcal_mol=95.4 smiles="C#CC.O=S" orbital_gap_ev="7.764 / 7.773"
C -0.02136 -0.46526 -0.83245 -0.2 1.1 -3.5
C -0.14049 -0.37193 -2.04110 -0.8 0.2 0.6
C 0.24594 -0.84464 0.49832 1.5 -0.5 2.4
O 0.20053 2.66791 1.18353 0.9 0.3 -0.4
S -1.03592 2.21472 1.81750 -0.9 -0.3 0.4
H 1.11832 -0.33366 1.05823 -1.7 0.1 -1.0
H 0.81577 -1.78619 0.26444 -1.3 -0.2 1.2
H -0.72034 -0.82175 1.13765 1.9 -0.7 -0.9
H -0.46245 -0.25920 -3.08612 0.6 -0.1 1.2

(18)
9
Properties=species:S:1:pos:R:3:forces:R:3 method="wB97M-V/def2-TZVPD" relative_energy_kcal_mol=41.1 smiles="CC(=O)C=S" orbital_gap_ev=7.817
C -1.15028 0.76049 -0.02429 1.5 -2.3 0.2
C 0.53130 0.64394 0.04737 -4.1 0.3 -0.2
C 0.74576 -0.83086 0.05384 4.8 3.2 0.5
O 1.14972 1.66266 0.06967 0.6 -0.7 0.0
S -2.16440 -0.49806 0.04204 0.0 0.4 0.1
H -1.64568 1.64131 -0.21344 -0.4 2.6 -0.3
H -0.06827 -1.22439 0.47375 -2.5 -2.1 1.8
H 0.87706 -1.13807 -0.91096 -0.2 -0.9 -2.9
H 1.72478 -1.01701 0.46201 0.2 -0.4 0.8

(19)
9
Properties=species:S:1:pos:R:3:forces:R:3 method="wB97M-V/def2-TZVPD" relative_energy_kcal_mol=68.1 orbital_gap_ev=8.104
C -0.39638 0.42333 -0.05864 0.8 -4.4 0.6
C 1.00093 0.67559 -0.06638 -0.7 -0.4 0.4
C 1.95473 -0.19460 0.06640 2.2 -2.6 -0.2
H -0.53509 2.30278 0.47981 -3.4 -3.7 -2.4
H 1.39792 1.62231 -0.12295 0.2 2.7 -0.6
H 2.02138 -1.32521 0.25875 -0.6 2.2 -0.4
H 2.82906 0.33385 -0.22827 1.6 -0.4 0.5
O -1.23464 1.38207 -0.00163 1.7 5.8 2.5
S -0.69948 -1.21352 -0.00141 -1.7 0.7 -0.4

(20)
9
Properties=species:S:1:pos:R:3:forces:R:3 method="wB97M-V/def2-TZVPD" relative_energy_kcal_mol=30.2 smiles="CC(=O)C=S" orbital_gap_ev=8.014
C 1.09845 0.64206 -0.39399 1.3 0.1 -0.8
C -0.28269 0.68275 0.04677 0.3 -2.7 0.1
C -0.81368 -0.69041 0.15374 3.2 -1.5 2.8
O -0.84889 1.66088 0.35456 -1.6 3.0 0.6
S 2.14470 -0.41138 0.18183 0.9 0.1 0.2
H 1.30391 1.27381 -1.23469 0.5 0.6 -0.3
H -0.23228 -1.36275 -0.48358 -0.7 -0.1 0.1
H -1.81413 -0.77106 0.11074 -3.5 -0.2 -0.6
H -0.55538 -1.02390 1.26461 -0.3 0.6 -2.2

Molecular weight? In order: 88.06, 88.06, 88.06, 88.06, 88.06, 88.06, 88.06, 283.14, 120.13, 120.13, 261.10, 104.06, 192.97, 169.45, 152.13, 88.13, 88.13, 88.13, 88.13, 88.13 g mol⁻¹.
DFT total energy? In order: -342.40689, -342.23217, -342.41884, -342.28513, -342.36449, -342.45592, -342.34559, -461.55061, -740.51411, -740.54015, -1500.72597, -417.66278, -455.62362, -2196.66957, -891.06420, -590.06650, -589.97263, -590.05916, -590.01610, -590.07654 Ha.
Strongest force on any atom? In order: 0.043, 0.013, 0.013, 0.015, 0.035, 0.016, 0.034, 0.086, 0.124, 0.119, 0.075, 0.047, 0.100, 0.051, 0.110, 0.056, 0.072, 0.114, 0.127, 0.088 hartree/bohr.